[1]
This record from the Open Molecules 2025 dataset describes a structure of composition C6H16ClIN2O2PPt in a non-equilibrium geometry. The level of theory is ωB97M-V/def2-TZVPD.

```
! RIJCOSX wB97M-V def2-TZVPD def2/J DEFGRID3
* xyz 3 5
Pt 1.2103 0.0939 0.6967
I -2.8584 -1.5398 -1.7069
Cl 1.5708 1.3848 2.6493
P 3.1570 -0.8354 0.4730
O 0.8212 -0.6739 -2.1971
O -3.2882 0.3494 -0.3971
N -4.9663 1.9899 -0.2239
N -5.2708 -0.1383 0.4738
C 2.9197 -2.0221 1.8396
C 3.3532 -1.6573 -1.1339
C -1.3940 1.5992 -1.0443
C -4.4461 0.7011 -0.0662
C 0.8407 -0.4400 -1.0244
C 3.9308 0.8567 0.6466
H -6.0551 0.2389 1.0663
H 3.1137 -0.9518 -1.9421
H 3.5619 1.4352 -0.1891
H -2.1637 0.7401 -1.2591
H 3.8326 -2.6127 2.0029
H 2.7214 -2.5369 -1.1410
H -5.0069 -1.1678 0.6555
H 2.6392 -1.3939 2.6940
H 3.4558 1.2102 1.6015
H -5.9609 1.9100 -0.1243
H -0.7736 2.1119 -1.8213
H 4.9323 0.8038 0.6679
H -4.7051 2.7881 -0.8378
H -1.6839 2.5063 -0.6278
H 2.1225 -2.7611 1.5625
H 4.3897 -1.9883 -1.2931
*
```

The lowest unoccupied orbital energy (spin up / spin down) is -11.8 / -15.3 eV. Its expectation value of S² is 6.017. The HOMO energy (spin up / spin down) comes out at -0.6748 / -0.7174 Eh. For the HOMO-LUMO gap (spin up / spin down), the calculation gives 6.53 / 4.26 eV. For the relative energy (zero: lowest compared OMol25 entry of this formula, charge and spin), the calculation gives 0.000 eV. Its total energy is -46678.375 eV.

---

[2]
This record from the Open Molecules 2025 dataset describes a cluster of 7 separate species, CH16O7 in total in a non-equilibrium geometry. The level of theory is ωB97M-V/def2-TZVPD.

```
! RIJCOSX wB97M-V def2-TZVPD def2/J DEFGRID3
* xyz 0 1
O 2.1384 -0.0353 1.3922
O -3.5824 1.7142 0.6028
O 0.2738 -1.7452 2.5981
O -1.0486 -0.7328 0.2944
O 1.0767 2.1360 -0.6771
O 2.4654 -0.7605 -1.7492
O -1.0163 -2.6842 -1.7021
C -0.2813 2.5629 -0.8848
H 1.5221 0.2727 0.7130
H 2.1371 0.1278 -2.0155
H -0.7572 2.9847 0.0070
H 2.7711 -0.5786 0.8911
H 1.0452 -1.1366 2.5561
H -0.5096 -1.4588 3.0980
H -0.5925 -1.2086 1.0380
H -0.4565 -1.8860 -1.7384
H -3.1006 0.8577 0.5232
H -4.4744 1.3716 0.5433
H -1.4493 -1.4623 -0.1837
H -0.7941 1.6346 -1.1096
H -0.5132 -3.3152 -1.2198
H -0.2872 3.3750 -1.6086
H 3.0361 -1.0545 -2.4534
H 1.5358 2.6828 -0.0425
*
```

The lowest unoccupied orbital energy is 0.5 eV. The SMILES is CO.O.O.O.O.O.O. The HOMO energy comes out at -0.3919 Eh. For the HOMO-LUMO gap, the calculation gives 11.12 eV. For the relative energy (zero: lowest compared OMol25 entry of this formula, charge and spin), the calculation gives 0.580 eV. Its total energy is -15629.038 eV.

---

[3]
This record from the Open Molecules 2025 dataset describes the ion C3H7O2 with charge -1 in a non-equilibrium geometry. The level of theory is ωB97M-V/def2-TZVPD.

```
! RIJCOSX wB97M-V def2-TZVPD def2/J DEFGRID3
* xyz -1 1
O -1.5207 0.3585 0.4338
O 0.5516 -0.7526 0.2404
C -0.1232 0.7013 -1.5188
C -0.6877 -0.2055 -0.3869
C 0.6620 -0.4837 1.6182
H -0.9210 1.1355 -2.1115
H 0.5045 1.4842 -1.0863
H 0.4929 0.0767 -2.1678
H 1.7142 -0.6864 1.8732
H 0.4555 0.5784 1.8323
H -0.0113 -1.1112 2.1976
H -1.1167 -1.0953 -0.9243
*
```

The lowest unoccupied orbital energy is 4.6 eV. The SMILES is CO[C@H](C)[O-]. The HOMO energy comes out at -0.0895 Eh. For the HOMO-LUMO gap, the calculation gives 6.99 eV. For the relative energy (zero: lowest compared OMol25 entry of this formula, charge and spin), the calculation gives 1.920 eV. Its total energy is -7319.032 eV.

---

[4]
This record from the Open Molecules 2025 dataset describes a cluster of 2 separate species, C3H7NO in total. The level of theory is ωB97M-V/def2-TZVPD.

```
! RIJCOSX wB97M-V def2-TZVPD def2/J DEFGRID3
* xyz 0 1
O 1.1468 -0.1718 0.3942
N -2.8771 -1.9101 0.4403
C 1.9477 1.3359 -1.2659
C -1.8387 -1.5414 1.0729
C 1.1678 0.9407 -0.0568
H -1.8525 -1.3358 2.1435
H -0.9410 -1.3923 0.4846
H 1.2268 1.4068 -2.0853
H 0.5561 1.6931 0.4657
H 2.4515 2.2958 -1.1724
H -3.6778 -1.8966 1.0761
H 2.6905 0.5758 -1.4970
*
```

The lowest unoccupied orbital energy is 1.0 eV. The SMILES is CC=O.C=N. The HOMO energy comes out at -0.3653 Eh. For the HOMO-LUMO gap, the calculation gives 10.96 eV. For the relative energy (zero: lowest compared OMol25 entry of this formula, charge and spin), the calculation gives 2.072 eV. Its total energy is -6760.678 eV.